# 1
A molecular structure, C32H29N2O3PdSSi at a distorted geometry. Source: the OMol25 dataset; level of theory: wB97M-V/def2-TZVPD.

Structure (XYZ):
```
69
Properties=species:S:1:pos:R:3:nbo_charge:R:1
Pd -0.268 -0.380 -0.234 0.4787
O 6.884 0.181 -3.560 -0.6504
C 5.938 -0.693 -3.194 0.7557
O 6.093 -1.870 -3.368 -0.5429
C 4.694 -0.137 -2.576 -0.0813
C 4.576 1.173 -2.111 -0.2079
C 3.421 1.615 -1.505 -0.2201
C 2.326 0.748 -1.351 0.1915
C 2.459 -0.578 -1.807 -0.2087
C 3.620 -1.014 -2.397 -0.1702
N 1.160 1.105 -0.733 -0.4594
C 0.800 2.333 -0.432 0.1049
C -0.378 2.588 0.313 0.1848
C -0.731 3.883 0.752 -0.2043
C -1.852 4.058 1.523 -0.1544
C -2.638 2.943 1.831 -0.2107
C -2.272 1.710 1.328 0.0590
N -1.174 1.527 0.608 -0.5089
H 6.638 1.101 -3.411 0.4846
H 5.401 1.870 -2.180 0.2081
H 3.379 2.626 -1.129 0.2127
H 1.619 -1.265 -1.670 0.2217
H 3.729 -2.036 -2.731 0.2516
H 1.384 3.186 -0.767 0.1993
H -0.100 4.714 0.482 0.2301
H -2.125 5.039 1.882 0.2399
H -3.518 3.039 2.441 0.2387
H -2.886 0.835 1.511 0.2092
C 1.350 -2.952 3.092 -0.8026
S 1.518 -2.114 1.465 1.2999
O 1.273 -0.677 1.711 -1.0010
C -0.105 -2.741 0.883 -0.2443
C -1.284 -2.013 1.122 -0.3602
C -2.505 -2.584 0.742 -0.1494
C -2.542 -3.847 0.177 -0.2125
C -1.370 -4.569 -0.013 -0.1728
C -0.147 -4.005 0.317 -0.1897
H 0.383 -2.706 3.520 0.2360
H 2.147 -2.608 3.743 0.2497
H 1.436 -4.022 2.933 0.2384
H -1.271 -1.155 1.809 0.2653
H -3.429 -2.059 0.942 0.2351
H -3.490 -4.293 -0.082 0.2338
H -1.402 -5.578 -0.392 0.2345
H 0.770 -4.556 0.177 0.2259
C 0.668 0.592 -6.135 -0.1923
C 0.413 1.438 -5.067 -0.1985
C -0.115 0.932 -3.893 -0.2040
C -0.393 -0.426 -3.771 -0.5335
C -0.129 -1.265 -4.852 -0.1376
C 0.389 -0.759 -6.028 -0.2081
Si -1.212 -1.184 -2.239 1.2765
C -3.023 -0.683 -1.974 -0.5281
C -3.358 0.648 -1.730 -0.2020
C -4.672 1.020 -1.527 -0.2071
C -5.677 0.067 -1.563 -0.1910
C -5.361 -1.255 -1.826 -0.2303
C -4.045 -1.628 -2.029 -0.1387
H 1.088 0.984 -7.048 0.2236
H 0.618 2.493 -5.162 0.2162
H -0.322 1.598 -3.065 0.1980
H -0.350 -2.319 -4.769 0.2066
H 0.566 -1.419 -6.865 0.2225
H -1.097 -2.675 -2.364 -0.1857
H -2.579 1.399 -1.714 0.2064
H -4.923 2.055 -1.348 0.2176
H -6.701 0.353 -1.381 0.2237
H -6.147 -1.992 -1.881 0.2225
H -3.802 -2.656 -2.248 0.2060
```

The calculation puts the HOMO energy at -0.39544 hartree. The net charge is +1. Its electronic energy is -2387.3810 Ha. The calculation puts the gap between HOMO and LUMO at 6.455 eV.

---

# 2
2 unconnected molecules or ions with the total composition C2H6N4OS at a distorted geometry. Source: the OMol25 dataset; level of theory: wB97M-V/def2-TZVPD.

Structure (XYZ):
```
14
Properties=species:S:1:pos:R:3:nbo_charge:R:1
C 2.213 -0.301 0.295 0.3851
C 1.175 -1.399 -0.184 -0.3588
N 0.397 -0.686 -1.150 -0.4066
N 0.183 0.594 -0.983 -0.3627
N -2.595 1.242 0.352 -0.5917
N -1.529 0.565 0.772 -0.4162
O 3.232 -0.420 0.908 -0.5348
S 1.457 1.251 -0.085 0.3960
H 1.703 -2.355 -0.339 0.2499
H 0.737 -1.636 0.869 0.2196
H -0.320 -1.012 -1.753 0.3997
H -2.450 2.257 0.261 0.3607
H -3.036 0.650 -0.354 0.3686
H -1.167 1.251 1.392 0.2913
```

The calculation puts the HOMO energy (alpha / beta) at -0.26585 / -0.27991 hartree. Its electronic energy is -772.0816 Ha. The calculation puts the gap between HOMO and LUMO (alpha / beta) at 7.888 / 8.177 eV.

---

# 3
A molecular structure, C46H68Cl2MnN2O7P2S2Se at a distorted geometry. Source: the OMol25 dataset; level of theory: wB97M-V/def2-TZVPD.

Structure (XYZ):
```
131
Properties=species:S:1:pos:R:3:mulliken_spin:R:1
Mn -0.471 0.118 -0.373 4.6963
Cl 0.326 0.216 -2.948 0.0158
C 0.009 1.774 -3.664 0.0261
C 0.834 2.224 -4.671 -0.0033
C 0.625 3.473 -5.236 0.0005
C -0.415 4.262 -4.769 0.0017
C -1.231 3.800 -3.761 -0.0049
Cl -2.503 4.828 -3.219 -0.0001
C -1.071 2.534 -3.158 -0.0093
S -2.120 1.954 -1.941 -0.0045
H 1.640 1.591 -5.010 0.0004
H 1.269 3.831 -6.025 0.0000
H -0.591 5.245 -5.183 0.0000
C 5.206 -1.780 -1.437 0.0001
C 4.187 -0.883 -2.123 -0.0008
C 4.077 -1.181 -3.617 -0.0010
O 2.903 -0.966 -1.530 0.0112
P 2.074 -2.212 -0.982 -0.0104
O 0.657 -1.872 -1.085 0.0217
C 2.695 -2.748 0.632 0.0020
P 1.954 -1.344 1.674 0.0084
O 1.230 -0.202 1.054 0.0280
O 3.617 -0.701 1.479 -0.0015
C 3.884 0.632 1.811 -0.0007
C 4.232 1.420 0.549 0.0047
C 5.062 0.689 2.792 0.0006
O 2.047 -1.180 3.308 -0.0013
C 2.454 -2.102 4.280 0.0004
C 3.902 -2.561 4.100 0.0001
C 1.533 -3.318 4.377 0.0000
O 2.458 -3.460 -1.972 0.0006
C 1.398 -4.070 -2.708 0.0009
C 2.046 -4.867 -3.835 -0.0004
C 0.545 -4.943 -1.799 -0.0007
H 6.188 -1.645 -1.891 -0.0001
H 4.896 -2.818 -1.540 -0.0001
H 5.254 -1.515 -0.383 0.0001
H 4.482 0.167 -1.990 0.0001
H 3.831 -2.230 -3.762 0.0001
H 5.018 -0.953 -4.116 0.0000
H 3.285 -0.572 -4.047 0.0004
H 3.773 -2.825 0.657 0.0007
H 2.215 -3.693 0.863 -0.0002
H 2.992 1.082 2.269 0.0016
H 5.159 1.037 0.122 -0.0001
H 4.347 2.478 0.776 0.0003
H 3.421 1.299 -0.161 -0.0014
H 5.861 0.051 2.411 -0.0001
H 4.761 0.332 3.774 -0.0002
H 5.433 1.708 2.885 0.0001
H 2.378 -1.536 5.224 0.0001
H 4.015 -3.000 3.113 0.0000
H 4.146 -3.299 4.863 0.0000
H 4.589 -1.724 4.183 0.0000
H 1.663 -3.953 3.504 0.0000
H 0.498 -2.989 4.416 0.0002
H 1.768 -3.887 5.276 0.0000
H 0.767 -3.279 -3.126 0.0010
H 2.682 -5.644 -3.415 0.0002
H 2.656 -4.213 -4.453 -0.0001
H 1.278 -5.322 -4.456 0.0001
H 1.170 -5.661 -1.270 0.0001
H -0.200 -5.473 -2.387 0.0003
H 0.033 -4.311 -1.078 0.0027
C -7.815 -3.439 -3.316 -0.0002
C -6.468 -3.031 -2.784 0.0023
C -5.336 -3.797 -3.012 0.0013
C -4.109 -3.469 -2.459 -0.0127
C -2.920 -4.331 -2.750 -0.0007
C -3.992 -2.341 -1.635 0.0314
Se -2.333 -2.037 -0.668 0.0824
C -5.111 -1.512 -1.472 0.0037
C -5.004 -0.250 -0.686 0.0215
C -6.325 -1.872 -2.035 0.0016
H -7.737 -4.341 -3.921 0.0000
H -8.252 -2.648 -3.926 0.0001
H -8.503 -3.639 -2.492 0.0001
H -5.414 -4.685 -3.632 -0.0003
H -3.132 -5.030 -3.560 -0.0002
H -2.640 -4.884 -1.855 0.0007
H -2.076 -3.699 -3.017 -0.0008
H -4.217 0.378 -1.110 -0.0060
H -4.726 -0.486 0.339 -0.0058
H -5.944 0.303 -0.688 0.0008
H -7.188 -1.235 -1.875 -0.0004
C 1.581 6.365 1.974 0.0006
C 1.438 5.138 1.109 -0.0057
C 2.230 4.980 -0.019 0.0077
C 2.080 3.834 -0.803 0.0213
C 2.917 3.652 -2.041 0.0002
C 1.154 2.890 -0.445 0.0752
C 0.298 3.010 0.683 -0.0090
C 0.500 4.184 1.453 0.0073
N -0.585 2.025 0.873 -0.0397
C -1.604 2.047 1.904 -0.1380
C -2.419 0.759 1.701 0.1212
C -3.583 0.657 2.678 -0.0576
C -4.510 1.855 2.484 0.0037
C -3.719 3.138 2.727 -0.0006
C -3.153 3.135 4.149 0.0009
C -2.234 1.924 4.334 -0.0002
C -3.031 0.644 4.101 0.0045
C -1.067 1.996 3.348 -0.0124
C -2.573 3.232 1.724 -0.0269
H 2.457 6.944 1.688 -0.0002
H 1.676 6.088 3.025 -0.0001
H 0.703 7.008 1.876 -0.0001
H 2.964 5.731 -0.285 0.0004
H 3.953 3.943 -1.861 -0.0003
H 2.529 4.265 -2.858 -0.0002
H 2.896 2.615 -2.366 -0.0007
H 1.048 1.976 -1.033 -0.0471
H -0.075 4.367 2.347 0.0014
H -1.740 -0.096 1.848 0.1574
H -2.777 0.752 0.659 0.0231
H -4.133 -0.276 2.494 -0.0006
H -5.359 1.795 3.173 0.0003
H -4.902 1.857 1.465 0.0000
H -4.384 4.007 2.605 0.0004
H -3.971 3.100 4.880 -0.0002
H -2.589 4.057 4.323 0.0001
H -1.841 1.925 5.362 -0.0007
H -3.851 0.570 4.825 0.0000
H -2.388 -0.229 4.225 -0.0003
H -0.435 1.111 3.446 -0.0057
H -0.449 2.864 3.578 0.0018
H -2.051 4.179 1.850 0.0003
H -2.952 3.201 0.701 -0.0065
O -1.241 -2.008 3.507 0.0004
S -0.901 -2.548 2.171 -0.0014
N 0.517 -2.428 1.705 0.0205
```

Its expectation value of S² is 8.754. The calculation puts the HOMO energy (alpha / beta) at -0.04166 / -0.04151 hartree. The net charge is -2. Its electronic energy is -8382.0474 Ha. The calculation puts the gap between HOMO and LUMO (alpha / beta) at 5.097 / 5.092 eV. As for the spin multiplicity: 6.

---

# 4
A molecular structure, C3H4MgO4 at a distorted geometry. Source: the OMol25 dataset; level of theory: wB97M-V/def2-TZVPD.

Structure (XYZ):
```
12
Properties=species:S:1:pos:R:3:nbo_charge:R:1
C 1.523 -1.139 -0.369 0.3113
C 0.488 -1.462 0.463 -0.7956
O -3.177 2.143 -1.042 -0.6944
C -2.194 1.891 -0.331 0.9137
O -2.289 1.500 0.925 -0.9966
O -0.976 1.733 -0.806 -1.0108
O 2.736 -0.786 -0.026 -0.6835
H 1.369 -1.062 -1.450 0.1998
H -0.440 -1.881 0.064 0.2685
H 0.706 -1.709 1.509 0.2455
Mg -0.526 0.625 0.768 1.7259
H 2.780 0.147 0.294 0.5163
```

The calculation puts the HOMO energy at -0.28830 hartree. Its electronic energy is -617.7511 Ha. The calculation puts the gap between HOMO and LUMO at 5.771 eV.

---

# 5
A gas-phase ion, C5H10N (charge +1) at a distorted geometry. Source: the OMol25 dataset; level of theory: wB97M-V/def2-TZVPD.

Structure (XYZ):
```
16
Properties=species:S:1:pos:R:3:nbo_charge:R:1
C -1.873 0.202 0.809 -0.3864
C -1.006 -0.930 0.477 -0.2416
C -0.612 -0.375 -0.906 -0.1134
C -0.480 0.411 0.353 -0.0200
C 1.139 1.182 0.948 -0.5704
N 0.727 -0.908 -1.346 -0.7030
H -2.631 0.625 0.165 0.2319
H -1.952 0.261 1.946 0.2474
H -0.698 -1.921 0.974 0.2651
H -1.123 0.009 -1.797 0.2320
H 1.032 2.043 1.513 0.2492
H 1.697 1.550 0.103 0.2134
H 1.518 0.273 1.402 0.2171
H 0.532 -1.965 -1.229 0.4599
H 1.371 -0.501 -0.678 0.4626
H 0.820 -0.745 -2.349 0.4561
```

The SMILES is C[C@]12C[C@H]1[C@@H]2[NH3+]. The calculation puts the HOMO energy at -0.53371 hartree. The net charge is +1. Its electronic energy is -250.8597 Ha. The calculation puts the gap between HOMO and LUMO at 10.913 eV.

---

# 6
2 unconnected molecules or ions with the total composition C2H8O. Source: the OMol25 dataset; level of theory: wB97M-V/def2-TZVPD.

Structure (XYZ):
```
11
Properties=species:S:1:pos:R:3:nbo_charge:R:1
C 0.041 0.752 0.428 -0.6139
C 1.211 0.961 -0.542 -0.6050
H -0.871 0.670 -0.168 0.2033
H -0.090 1.502 1.212 0.2059
H 0.249 -0.159 0.996 0.1966
H 2.163 0.658 -0.095 0.2012
H 1.103 0.272 -1.354 0.2079
H 1.284 1.970 -0.937 0.2046
H -1.531 -1.475 0.353 0.4686
H -1.866 -2.942 0.354 0.4658
O -1.695 -2.209 -0.247 -0.9350
```

The SMILES is CC.O. The calculation puts the HOMO energy at -0.42419 hartree. Its electronic energy is -156.2229 Ha. The calculation puts the gap between HOMO and LUMO at 12.530 eV.

---

# 7
A molecular structure, C42H40N6P2Se2Sn. Source: the OMol25 dataset; level of theory: wB97M-V/def2-TZVPD.

Structure (XYZ):
```
93
Properties=species:S:1:pos:R:3:nbo_charge:R:1
Sn 0.447 -2.795 -0.879 1.4060
C 0.325 -2.255 2.545 -0.4090
N 0.996 -3.133 1.561 -0.5195
C 2.455 -2.905 1.618 -0.4292
C 0.611 -4.507 1.763 0.1326
C 1.315 -5.346 2.601 -0.2297
C 0.930 -6.674 2.753 -0.1325
C -0.159 -7.171 2.041 -0.1967
C -0.881 -6.342 1.212 -0.2008
C -0.534 -4.980 1.076 0.1682
N -1.148 -4.098 0.225 -0.5533
C -2.362 -4.368 -0.370 0.1675
C -3.364 -5.146 0.239 -0.2066
C -4.520 -5.466 -0.439 -0.1960
C -4.696 -5.038 -1.751 -0.1473
C -3.742 -4.225 -2.348 -0.2209
C -2.604 -3.849 -1.659 0.1272
N -1.690 -2.871 -2.224 -0.5296
C -2.399 -1.567 -2.294 -0.4183
C -1.194 -3.235 -3.568 -0.4227
H 0.618 -2.546 3.558 0.2043
H -0.753 -2.321 2.440 0.2373
H 0.636 -1.226 2.367 0.1965
H 2.835 -2.962 2.641 0.2040
H 2.665 -1.910 1.225 0.2247
H 2.973 -3.636 1.001 0.2304
H 2.179 -4.978 3.139 0.2342
H 1.491 -7.321 3.414 0.2399
H -0.431 -8.215 2.121 0.2428
H -1.689 -6.747 0.619 0.2376
H -3.225 -5.470 1.262 0.2346
H -5.285 -6.052 0.051 0.2418
H -5.585 -5.312 -2.302 0.2393
H -3.913 -3.855 -3.352 0.2300
H -3.263 -1.642 -2.959 0.2034
H -1.715 -0.815 -2.688 0.2084
H -2.734 -1.274 -1.306 0.2308
H -1.992 -3.229 -4.312 0.2072
H -0.743 -4.226 -3.536 0.2261
H -0.436 -2.513 -3.872 0.2210
Se -3.204 3.134 0.889 0.1476
P -1.016 2.952 1.036 1.3112
C -0.367 4.301 0.072 -0.4687
C -0.986 4.645 -1.135 -0.1089
C -0.521 5.730 -1.858 -0.2210
C 0.536 6.485 -1.366 -0.1479
C 1.142 6.151 -0.163 -0.1920
C 0.702 5.056 0.562 -0.1669
C -0.471 3.096 2.724 -0.4686
C -0.668 4.316 3.378 -0.1622
C -0.273 4.457 4.696 -0.1950
C 0.303 3.382 5.366 -0.1501
C 0.479 2.165 4.724 -0.2248
C 0.090 2.015 3.400 -0.1029
C -0.714 1.278 0.491 -0.2560
C 0.175 0.540 -0.277 -0.2551
N -0.269 -0.739 -0.175 -0.4863
N -1.366 -0.770 0.585 -0.0772
N -1.651 0.428 0.994 -0.2580
P 1.594 0.934 -1.328 1.2980
Se 2.672 -0.819 -1.841 -0.4171
C 0.894 1.715 -2.791 -0.4249
C -0.482 1.839 -2.966 -0.2180
C -0.992 2.346 -4.155 -0.1510
C -0.130 2.740 -5.167 -0.1898
C 1.244 2.600 -5.005 -0.1924
C 1.755 2.071 -3.832 -0.1716
C 2.579 2.091 -0.362 -0.4349
C 3.283 3.126 -0.972 -0.1230
C 4.175 3.888 -0.232 -0.2119
C 4.354 3.636 1.120 -0.1763
C 3.643 2.614 1.738 -0.1946
C 2.765 1.837 0.998 -0.1986
H -1.830 4.079 -1.502 0.2235
H -0.996 5.999 -2.792 0.2383
H 0.882 7.349 -1.920 0.2387
H 1.963 6.747 0.215 0.2370
H 1.188 4.793 1.491 0.2411
H -1.129 5.151 2.864 0.2328
H -0.421 5.400 5.205 0.2411
H 0.601 3.494 6.400 0.2385
H 0.909 1.328 5.258 0.2310
H 0.204 1.059 2.908 0.2046
H -1.166 1.545 -2.180 0.2137
H -2.063 2.437 -4.288 0.2184
H -0.527 3.136 -6.093 0.2353
H 1.916 2.880 -5.805 0.2381
H 2.820 1.892 -3.749 0.2357
H 3.142 3.348 -2.020 0.2214
H 4.729 4.684 -0.715 0.2351
H 5.052 4.233 1.693 0.2360
H 3.786 2.413 2.792 0.2304
H 2.248 1.014 1.477 0.2148
```

The calculation puts the HOMO energy (alpha / beta) at -0.46113 / -0.45659 hartree. The net charge is +2. Its electronic energy is -7652.4032 Ha. The calculation puts the gap between HOMO and LUMO (alpha / beta) at 5.572 / 4.990 eV.

---

# 8
A molecular structure, CHBrF2N2O2 at a distorted geometry. Source: the OMol25 dataset; level of theory: wB97M-V/def2-TZVPD.

Structure (XYZ):
```
9
Properties=species:S:1:pos:R:3:nbo_charge:R:1
C -1.127 -0.111 0.168 -0.3023
N 2.764 0.739 -0.140 0.2613
N -1.914 -1.104 -0.446 0.4633
O -2.932 -1.231 0.268 -0.3890
O -1.637 -1.588 -1.482 -0.3292
F 2.860 0.426 1.212 -0.2417
F 2.957 2.053 -0.249 -0.2062
Br 0.278 0.690 -0.569 0.4915
H -1.249 0.126 1.237 0.2523
```

The calculation puts the HOMO energy at -0.31926 hartree. Its electronic energy is -3072.0494 Ha. The calculation puts the gap between HOMO and LUMO at 5.296 eV.